[1]
A cluster of 2 separate species, C3H6N4O in total, computed with ωB97M-V with the def2-TZVPD basis set.

Output
LUMO level (spin up / spin down) ... 0.088 / 0.088 eV
ΔE to the lowest compared entry with this formula, charge and spin ... 483.69 kJ/mol
DFT total energy ... -11211.7635 eV

CARTESIAN COORDINATES (ANGSTROEM)
C 0.04581 0.24746 0.96365
C 2.51397 0.49764 -0.41128
C -1.98154 0.19184 -0.23454
N 0.18769 0.54525 2.16225
N 2.39809 -0.33152 -1.25492
N -0.22274 -1.46989 -0.62313
N -0.66466 -0.48843 0.14988
O 2.87141 1.19749 0.44927
H -2.03630 0.88556 0.57060
H -2.02960 0.69928 -1.23965
H -2.69412 -0.71349 -0.15962
H 0.73570 1.27798 2.54358
H 1.78302 -1.05875 -1.48012
H -0.90674 -1.48044 -1.43598

These are the natural (NBO) partial charges, in e, on atoms 1 to 4: atom 1 (C): 0.462, atom 2 (C): 0.837, atom 3 (C): -0.422, atom 4 (N): -0.617

[2]
A cluster of 2 separate species, C13H26BCl3INO5P in total, computed with ωB97M-V with the def2-TZVPD basis set.

Output
LUMO level ... 2.118 eV
Total charge ... -1
DFT total energy ... -81260.1554 eV

CARTESIAN COORDINATES (ANGSTROEM)
C -1.51844 -3.29014 1.99344
B -1.16642 -1.81838 2.58440
O -1.46523 -1.62670 4.01090
P -0.45626 -0.31249 1.59256
C 0.87480 -1.46686 0.78763
C 2.30934 -0.89966 0.49019
C 2.62195 -0.65407 -1.09780
C 4.18782 -0.82302 -1.37663
O 4.64225 -1.95880 -1.64646
O 5.13509 0.24159 -1.31497
C 0.19846 1.31728 0.80136
C 0.71878 2.43174 1.81853
C 0.99857 3.80966 0.98281
I 2.38961 2.12488 3.09906
N -1.69639 -0.62019 0.31072
C -3.08203 -0.36929 0.68820
C -4.15140 -1.58122 0.57563
O -3.58096 0.73016 1.03805
C -1.45220 -0.36207 -1.06158
C -1.74860 0.99135 -1.91058
O -1.17018 -1.32058 -1.85727
H -2.47066 -3.66671 2.52654
H -1.74129 -3.32795 0.88167
H -0.64014 -3.97403 2.29994
H -0.64148 -1.42897 4.49767
H -1.36933 0.53303 2.35153
H 0.49799 -0.12802 2.65340
H 1.04840 -2.26268 1.61566
H 0.50233 -2.09320 -0.08340
H 3.08945 -1.69705 0.78924
H 2.64085 0.05392 0.99582
H 2.10633 -1.52061 -1.62855
H 2.29126 0.37534 -1.44916
H 4.67320 1.03056 -1.67668
H -0.79075 1.83826 0.47611
H 0.76587 1.21435 -0.17377
H -0.19094 2.69723 2.47483
H 0.84477 4.66792 1.72105
H 2.13205 3.80257 0.76986
H 0.37543 3.88548 0.03893
H -5.08097 -1.20874 0.02666
H -3.66531 -2.47568 0.06671
H -4.43682 -1.88549 1.63860
H -1.76426 0.80972 -3.02841
H -2.82624 1.28238 -1.61600
H -1.00164 1.81754 -1.69065
C 0.64341 1.44913 -5.10702
Cl -1.02951 1.96801 -4.85598
Cl 1.73022 2.30409 -4.00168
Cl 0.79004 -0.29945 -4.89419
H 0.92914 1.69587 -6.12691

These are the natural (NBO) partial charges, in e, on atoms 1 to 4: atom 1 (C): -1.085, atom 2 (B): 0.868, atom 3 (O): -0.990, atom 4 (P): 0.838

[3]
A cluster of 9 separate species, C3H22NO9S in total, computed with ωB97M-V with the def2-TZVPD basis set.

Output
LUMO level ... 2.559 eV
Total charge ... -1
ΔE to the lowest compared entry with this formula, charge and spin ... 0.00 kJ/mol
DFT total energy ... -34223.3987 eV

CARTESIAN COORDINATES (ANGSTROEM)
C 0.89928 -1.50838 0.41990
C 2.29431 -2.06049 0.83652
S 3.70936 -0.92214 0.81843
C 0.34747 -0.38564 1.20835
N 1.12986 0.41394 1.92864
O -0.89594 -0.21150 1.29581
H 0.27554 -2.40804 0.60669
H 0.96430 -1.30292 -0.63730
H 2.39978 -3.00845 0.23816
H 2.38903 -2.47221 1.86505
H 0.84793 1.13379 2.57836
H 2.18440 0.23170 1.89705
H -2.96474 -1.64701 -0.51461
H -2.04462 -0.84345 0.54118
O -2.88604 -1.44832 0.42640
H -2.62354 -0.02456 2.61679
H -3.61818 -0.54754 1.63362
O -3.54033 0.12627 2.37462
H 3.25222 1.67739 -1.99680
H 3.76927 1.27815 -0.46551
O 3.50076 1.95209 -1.11551
H -0.40529 -1.42124 -2.77969
H -0.61318 -2.87501 -2.60945
O -0.62660 -2.20838 -3.31545
H -1.19093 1.08484 -1.91761
H -1.33947 0.36750 -0.46526
O -1.29466 0.25737 -1.44194
H -2.44187 -1.77426 -3.03508
H -2.53170 -0.65085 -2.20923
O -3.17679 -1.21089 -2.70617
H -0.24052 3.28912 0.54940
H -1.04052 3.04877 1.70799
O -0.53378 3.78595 1.32012
H 2.08744 4.19320 0.32829
H 2.33483 2.70541 -0.06797
O 1.62292 3.38579 0.08621

These are the natural (NBO) partial charges, in e, on atoms 1 to 4: atom 1 (C): -0.532, atom 2 (C): -0.524, atom 3 (S): -0.663, atom 4 (C): 0.706